Formula: C7H22O7
Source: the OMol25 dataset
Level of theory: ωB97M-V with the def2-TZVPD basis set

Output
DFT total energy = -806.4954 Ha
HOMO level = -0.3248 Ha
relative energy (zero: lowest compared OMol25 entry of this formula, charge and spin) = 61.9 kcal per mole
LUMO = -0.03 eV
SMILES string = C=CC(=C)CCC=O.O.O.O.O.O.O

Last column: Löwdin charge in e.
CARTESIAN COORDINATES (ANGSTROEM)
O (-1.56, -4.07, 1.20)  0.040
C (-1.51, -2.98, 1.72)  -0.249
C (-1.56, -1.74, 0.90)  -0.161
C (-1.01, -0.44, 1.52)  -0.139
C (0.34, -0.68, 2.13)  -0.335
C (0.59, -0.70, 3.45)  0.054
C (1.63, -1.19, 0.05)  0.004
C (1.53, -0.68, 1.27)  -0.132
H (-1.27, -2.90, 2.79)  0.122
H (-1.05, -2.00, -0.05)  0.069
H (-2.56, -1.52, 0.48)  0.128
H (-1.74, 0.01, 2.21)  0.120
H (-0.88, 0.30, 0.72)  0.117
H (-0.19, -0.73, 4.20)  0.065
H (1.59, -0.87, 3.85)  0.067
H (2.52, -1.25, -0.55)  0.060
H (0.87, -1.79, -0.42)  0.039
H (2.47, -0.34, 1.70)  0.114
H (-1.69, -2.55, -1.94)  0.050
H (-0.34, -2.67, -2.64)  0.049
O (-0.90, -2.06, -2.17)  -0.050
H (2.08, 2.15, -1.17)  0.044
H (0.68, 2.54, -0.71)  0.009
O (1.52, 2.18, -0.37)  -0.065
H (-1.08, 4.23, -1.84)  0.041
H (-0.68, 3.36, -2.90)  0.014
O (-0.25, 3.98, -2.26)  -0.074
H (0.20, 1.03, -3.29)  0.007
H (-1.06, 0.92, -4.00)  0.065
O (-0.62, 1.50, -3.36)  -0.032
H (-0.56, 3.81, 1.66)  0.006
H (0.08, 2.76, 2.81)  0.030
O (-0.59, 3.35, 2.48)  -0.039
H (1.58, 0.08, -1.91)  0.002
H (1.27, -0.72, -2.95)  0.035
O (2.11, -0.32, -2.63)  -0.074